# 1
# C19H21N5O

One molecule with the formula C19H21N5O at a distorted geometry (ωB97M-V/def2-TZVPD, the OMol25 dataset).

Computed properties:
- frontier orbital gap (eV) = 8.6
- LUMO level (eV) = 0.592
- SMILES = Oc1ccccc1-c1nnc(NN2CCCCC2)n1-c1ccccc1
- 2S+1 = 1
- HOMO level (eV) = -8.050
- strongest force on any atom (eV/A) = 2.46
- DFT total energy (a.u.) = -1085.59632

Each line ends with the Mulliken charge.
CARTESIAN COORDINATES (ANGSTROEM)
O  1.42898  -2.78826  -3.32558  -0.68
C  0.16718  -2.37472  -3.73020  0.60
C  -0.42936  -3.03152  -4.80753  -0.77
C  -1.67958  -2.59067  -5.27724  -0.15
C  -2.38306  -1.55380  -4.67098  -0.97
C  -1.77150  -0.92306  -3.57417  0.03
C  -0.48220  -1.31042  -3.07663  0.17
C  0.16223  -0.60511  -1.95377  0.51
N  1.41838  -0.26003  -1.96831  -0.71
N  1.74804  0.39029  -0.81749  -0.73
C  0.68153  0.35745  -0.04587  0.18
N  0.62340  0.67883  1.30212  -0.30
N  1.61746  1.28163  2.05250  -0.01
C  2.49686  0.38356  2.82116  -0.66
C  3.82151  1.14202  3.14063  -0.62
C  3.43918  2.44474  3.90180  -0.71
C  2.52317  3.29522  3.06716  -0.67
C  1.22941  2.54036  2.72870  -0.68
N  -0.36613  -0.23695  -0.72434  0.30
C  -1.70512  -0.39913  -0.25500  0.04
C  -2.34264  0.61509  0.46208  0.07
C  -3.63819  0.44351  0.90498  -0.78
C  -4.31835  -0.73073  0.63918  -0.35
C  -3.73522  -1.78361  -0.11266  -0.92
C  -2.42488  -1.58280  -0.54946  -0.10
H  1.82689  -2.07964  -2.73825  0.46
H  0.09778  -3.86353  -5.32310  0.37
H  -2.15782  -3.11591  -6.10604  0.34
H  -3.37801  -1.26397  -5.01457  0.39
H  -2.27893  -0.07439  -3.10371  0.42
H  -0.16494  0.24024  1.80685  0.35
H  2.73582  -0.49966  2.21991  0.38
H  2.03723  0.03554  3.74764  0.29
H  4.48300  0.50121  3.74897  0.35
H  4.34364  1.38666  2.20917  0.31
H  4.34679  2.96990  4.16362  0.32
H  2.91697  2.19373  4.85959  0.28
H  3.06755  3.69763  2.19756  0.31
H  2.24549  4.20355  3.59236  0.39
H  0.59433  3.13432  2.07817  0.38
H  0.65120  2.30246  3.62200  0.37
H  -1.84158  1.56546  0.66568  0.46
H  -4.07110  1.18726  1.54484  0.39
H  -5.30603  -0.84999  1.04404  0.38
H  -4.29217  -2.67730  -0.31453  0.44
H  -1.93720  -2.39546  -1.03123  0.51

***

# 2
# C9H20HgN2OS

C9H20HgN2OS as an isolated structure at a distorted geometry (ωB97M-V/def2-TZVPD, the OMol25 dataset).

Computed properties:
- frontier orbital gap (spin up / spin down) (eV) = 4.9 / 5.9
- ⟨S²⟩ = 0.774
- LUMO level (spin up / spin down) (eV) = 2.984 / 2.974
- 2S+1 = 2
- HOMO level (spin up / spin down) (eV) = -1.931 / -2.876
- net charge = -1
- strongest force on any atom (eV/A) = 1.22
- DFT total energy (a.u.) = -1091.22610

Each line ends with the Mulliken charge.
CARTESIAN COORDINATES (ANGSTROEM)
Hg  -0.26300  -0.26378  0.11984  0.12
O  -0.05462  -0.56014  2.12842  -0.99
C  1.96271  -1.94129  3.98181  -1.16
C  2.92597  -3.12171  3.85152  -0.51
C  3.03576  -3.72338  2.44842  -0.21
C  3.73627  -2.83957  1.41446  -1.01
N  2.89285  -1.78263  0.86776  0.30
C  2.59732  -1.55025  -0.43012  -0.40
S  2.27504  0.01513  -0.93828  -0.39
N  2.48633  -2.58658  -1.29520  0.00
C  2.26722  -3.99211  -0.99777  -0.02
C  1.08651  -4.53548  -1.79372  -1.05
C  -0.24242  -3.85241  -1.46807  -0.20
C  -0.66257  -3.99890  -0.00909  -0.83
H  1.80293  -1.70958  5.03839  0.39
H  0.98991  -2.13588  3.52816  0.28
H  2.33947  -1.03344  3.51470  0.23
H  2.59192  -3.91900  4.52335  0.32
H  3.92437  -2.82479  4.19622  0.29
H  2.04018  -3.99507  2.08942  0.14
H  3.60924  -4.65511  2.53184  0.29
H  4.12215  -3.43798  0.59041  0.40
H  4.60513  -2.36444  1.88327  0.44
H  2.85370  -0.92561  1.39952  0.26
H  2.30569  -2.28674  -2.23931  0.33
H  2.08427  -4.11823  0.06383  -0.10
H  3.16969  -4.56116  -1.25330  0.19
H  1.00637  -5.61015  -1.59863  0.37
H  1.29418  -4.42804  -2.86488  0.38
H  -1.01324  -4.28696  -2.11203  0.33
H  -0.19409  -2.78832  -1.71553  0.18
H  -0.67153  -5.05263  0.29250  0.31
H  -1.66148  -3.59319  0.14405  0.33
H  0.00045  -3.44806  0.66154  -0.03

***

# 3
# CH2N2O2Si

A 2-piece molecular cluster, CH2N2O2Si overall at a distorted geometry (ωB97M-V/def2-TZVPD, the OMol25 dataset).

Computed properties:
- frontier orbital gap (spin up / spin down) (eV) = 6.0 / 6.0
- LUMO level (spin up / spin down) (eV) = -4.593 / -4.582
- 2S+1 = 1
- HOMO level (spin up / spin down) (eV) = -10.601 / -10.632
- strongest force on any atom (eV/A) = 5.08
- DFT total energy (a.u.) = -588.48615

Each line ends with the Mulliken charge.
CARTESIAN COORDINATES (ANGSTROEM)
C  -1.86232  -1.18857  2.55080  -0.21
N  -2.05040  -1.66076  3.56413  -0.28
N  -0.72049  -1.20728  -1.55909  0.75
O  -1.82335  -0.87310  -2.02911  -0.46
O  -0.13551  -2.25045  -1.91229  -0.45
Si  -0.10237  -0.02345  -0.26868  0.57
H  1.44284  -0.33946  -0.30674  0.05
H  -0.34755  1.36877  -0.59224  0.04